# 1
Formula: H30O15
Source: the OMol25 dataset
Level of theory: ωB97M-V/def2-TZVPD

Structure (ORCA input):
```
! RIJCOSX wB97M-V def2-TZVPD def2/J DEFGRID3
* xyz 0 1
O -3.84526 0.41364 -1.38760
O -2.62249 -3.06345 -1.95887
O -2.29202 -1.73353 0.65501
O 2.92450 0.39508 -1.67137
O -2.52002 1.50128 0.70024
O 3.36277 0.09500 1.26307
O 0.49062 -3.48938 0.10905
O 1.07482 -1.58160 2.13502
O 2.89365 2.95106 0.10065
O 0.38237 -1.51700 -2.50778
O -0.02107 -0.35317 0.12567
O 0.58597 2.30218 -1.35811
O 0.00966 2.06387 1.49597
O 1.59968 0.97719 3.45091
O -1.53192 0.75590 -2.74360
H -0.88923 1.74772 1.45526
H -2.31701 2.31679 0.25205
H 2.14555 0.83096 -1.34736
H 0.86706 -2.37562 -2.46016
H 0.85094 -2.49876 2.17413
H 4.06476 0.78141 1.24897
H -3.35779 0.86042 -0.66024
H -2.25501 -2.63993 -1.18307
H 0.94534 -4.28670 0.51155
H 0.21183 0.54921 0.41300
H 2.09100 2.58400 -0.16774
H 1.20294 -3.00458 -0.27513
H 3.60329 0.48918 -0.99479
H 0.82607 -1.25284 1.30290
H 2.65264 0.30100 1.83611
H 1.74064 1.24643 4.35844
H -1.87903 -3.26838 -2.46000
H 0.12527 2.93466 1.12618
H -2.69233 1.70813 1.66695
H 0.04887 -1.33951 -1.67091
H 1.05646 1.59316 3.05935
H -1.33477 0.16558 -3.45261
H -4.08413 -0.36548 -0.90648
H -2.28901 0.44466 -2.23577
H -1.92787 -2.24586 1.41203
H 0.92212 2.47039 -2.24222
H -2.95885 -1.23690 1.16488
H 3.15099 2.58313 0.94954
H -0.92460 -0.46755 0.23805
H -0.08741 1.65819 -1.52117
*
```

Summary:
ΔE to the lowest compared entry with this formula, charge and spin ... 2.3379 eV
Max |F| ... 0.072 hartree/bohr
Gap between HOMO and LUMO ... 9.27 eV

=====

# 2
Formula: C36H40INO2PS
Source: the OMol25 dataset
Level of theory: ωB97M-V/def2-TZVPD

Structure (ORCA input):
```
! RIJCOSX wB97M-V def2-TZVPD def2/J DEFGRID3
* xyz 1 1
I -3.80810 4.97482 -0.78359
S -2.98541 6.26184 1.03111
P -2.84130 4.88217 2.82489
O -4.21431 4.09395 2.81799
O -1.80030 3.91887 2.07475
N -4.27248 7.21305 1.50937
C 0.28645 3.53146 -2.98041
C 1.94475 -6.94412 -2.97487
C 0.22081 -7.14045 -1.30956
C -5.59134 -3.36153 -1.95287
C -6.28003 -2.19130 0.03140
C -4.26821 -3.03806 -1.68452
C 2.34287 2.85345 1.76883
C -2.10399 -0.12294 2.53604
C 2.05182 3.71637 3.99490
C 2.14620 3.48195 -0.91044
C 1.51843 3.36751 2.76202
C 1.08606 -7.73149 -2.21966
C 3.34016 -0.93871 -0.28658
C 3.40975 3.55438 4.23358
C 4.19637 -0.14371 -1.03638
C 1.60011 3.16101 -3.23287
C -0.35690 0.09324 0.89487
C 0.21652 -5.76100 -1.15302
C -4.95682 -1.86557 0.29866
C 5.08679 -2.11193 -2.09395
C -1.25067 0.67303 1.78288
C 4.23263 3.04063 3.24102
C 0.83382 3.85455 -0.65738
C 1.07876 -4.97401 -1.90413
C 3.35880 -2.31726 -0.43539
C 5.07260 -0.73146 -1.93908
C 1.94204 -5.56516 -2.81672
C -0.31168 -1.28507 0.76229
C 4.23010 -2.90395 -1.34165
C -6.59711 -2.94008 -1.09387
C -2.05958 -1.50441 2.40014
C 3.69955 2.68772 2.00864
C -3.95012 -2.29178 -0.55768
C -0.09360 3.87701 -1.69170
C -1.16124 -2.08464 1.51437
C 2.52716 3.13503 -2.19942
H 2.87125 3.46480 -0.10607
H 1.07943 -3.89768 -1.77995
H 4.18060 0.93347 -0.92053
H 4.34272 2.27889 1.23939
H 2.65589 -0.48313 0.42016
H -1.11604 4.16425 -1.47921
H -2.91931 -2.04270 -0.34568
H 3.82659 3.82457 5.19497
H 3.55031 2.84509 -2.39971
H 5.29054 2.91194 3.42870
H -4.08879 8.17878 1.25077
H -4.45038 3.49786 2.09207
H -2.80283 0.32779 3.23140
H -4.43556 7.16518 2.51215
H 5.76472 -2.56961 -2.80282
H 0.30693 0.71322 0.30362
H -1.27108 1.74723 1.88187
H -0.46153 -5.30055 -0.44449
H 5.74161 -0.11481 -2.52575
H 2.61163 -4.94979 -3.40462
H -5.83881 -3.94484 -2.83041
H -0.43518 3.54746 -3.78726
H -2.72408 -2.12939 2.98262
H -1.12655 -3.16151 1.40912
H -3.48353 -3.37135 -2.35212
H 1.90216 2.89196 -4.23636
H 0.45917 3.48641 2.57275
H 2.69110 -2.93589 0.15217
H -7.62798 -3.19803 -1.29973
H -7.06589 -1.86520 0.70135
H -2.00404 3.70779 1.14899
H -4.70616 -1.28315 1.17697
H 4.24048 -3.98015 -1.45895
H 0.54304 4.13359 0.35073
H 0.38418 -1.73145 0.06236
H 1.09107 -8.80700 -2.34107
H -0.45043 -7.75469 -0.72320
H 2.61586 -7.40597 -3.68762
H 1.41135 4.10965 4.77479
H 1.92819 2.57350 0.80660
*
```

Summary:
Max |F| ... 0.027 hartree/bohr
Gap between HOMO and LUMO ... 5.06 eV

=====

# 3
Formula: C2H7N3S
Source: the OMol25 dataset
Level of theory: ωB97M-V/def2-TZVPD

Structure (ORCA input):
```
! RIJCOSX wB97M-V def2-TZVPD def2/J DEFGRID3
* xyz 0 1
S 0.60749 1.09134 1.11780
N 0.05220 -2.54905 -0.35445
N 0.63136 -1.37671 0.35836
N -0.24729 0.17179 -1.29331
C -0.20081 2.59800 0.37316
C 0.18760 -0.14261 -0.12149
H 0.20001 2.67680 -0.65561
H -0.40541 -0.74862 -1.67009
H -0.87213 -2.81734 0.09511
H 0.71130 -3.31090 -0.37908
H 0.54644 -1.45839 1.35429
H 0.09113 3.43042 0.98305
H -1.30189 2.43527 0.19226
*
```

Summary:
ΔE to the lowest compared entry with this formula, charge and spin ... 1.1768 eV
Max |F| ... 0.053 hartree/bohr
Gap between HOMO and LUMO ... 9.61 eV

=====

# 4
Formula: C15H30N2O4
Source: the OMol25 dataset
Level of theory: ωB97M-V/def2-TZVPD

Structure (ORCA input):
```
! RIJCOSX wB97M-V def2-TZVPD def2/J DEFGRID3
* xyz 0 1
O -3.49142 1.16707 0.07959
O 3.80070 -1.80634 -1.53802
O 1.87958 -1.92335 -0.38920
O 1.42349 2.20971 -1.53955
N 1.86086 0.72476 0.12763
N -0.13002 1.86535 0.08094
C 4.32374 0.43105 0.26851
C 4.22882 -0.22545 1.65138
C 3.70555 -3.19496 -1.83134
C -1.97165 1.97026 -1.58585
C -5.33432 -0.47468 0.02438
C -2.69925 0.75574 -1.01471
C 2.81843 -1.28898 -0.80289
C -7.30054 -2.04969 0.16692
C -6.11065 -1.44917 0.90558
C -1.13300 2.70445 -0.53299
C 4.58330 1.93067 0.36587
C 3.02543 0.19293 -0.53626
C 5.57848 -0.32400 2.35333
C 1.05796 1.62411 -0.54044
C -4.13750 0.12339 0.76920
H -7.98559 -1.26698 -0.15095
H -1.97535 -0.00748 -0.68500
H 5.51745 2.12816 0.88384
H -6.96852 -2.59250 -0.71535
H 1.42001 0.08191 0.76970
H -4.48141 0.57714 1.70361
H 3.10826 0.71547 -1.49823
H -5.44318 -2.25009 1.23234
H 3.71137 -3.77836 -0.90838
H -2.70646 2.66889 -1.98554
H 4.64049 2.36911 -0.62684
H -3.32188 0.30650 -1.80125
H -0.44649 1.23152 0.79591
H -0.60825 3.53268 -1.01361
H 5.47169 -0.84775 3.30056
H -4.98981 -0.99678 -0.87068
H -5.98768 0.34119 -0.29146
H 3.77244 2.41572 0.90322
H 2.78212 -3.40452 -2.37439
H 5.13647 -0.04122 -0.29282
H 3.53786 0.34802 2.27194
H -7.84161 -2.73926 0.81043
H -3.41658 -0.67379 1.01265
H -1.78674 3.08583 0.25240
H 4.57164 -3.43601 -2.44168
H 3.81964 -1.23317 1.54135
H -6.46274 -0.92726 1.79811
H 6.28954 -0.87106 1.73781
H 5.98712 0.66183 2.55693
H -1.32181 1.63942 -2.39669
*
```

Summary:
ΔE to the lowest compared entry with this formula, charge and spin ... 0.2540 eV
Max |F| ... 0.011 hartree/bohr
Gap between HOMO and LUMO ... 9.97 eV

=====

# 5
Formula: C3H7N
Source: the OMol25 dataset
Level of theory: ωB97M-V/def2-TZVPD

Structure (ORCA input):
```
! RIJCOSX wB97M-V def2-TZVPD def2/J DEFGRID3
* xyz 0 1
N 0.86973 0.85423 0.01776
C -0.16332 -0.14608 0.50396
C 1.14464 -0.59619 -0.19102
C -1.54847 -0.07539 -0.19046
H -2.40883 -0.70687 0.44444
H -1.51659 -0.52244 -1.37690
H -1.80570 1.17895 -0.09593
H 1.86764 -0.99146 0.54213
H 1.10196 -0.98239 -1.17913
H 0.44969 1.18252 -0.82003
H -0.37337 -0.23197 1.62612
*
```

Summary:
ΔE to the lowest compared entry with this formula, charge and spin ... 2.3313 eV
Max |F| ... 0.075 hartree/bohr
Gap between HOMO and LUMO ... 10.49 eV

=====

# 6
Formula: C27H28N6ORuS
Source: the OMol25 dataset
Level of theory: ωB97M-V/def2-TZVPD

Structure (ORCA input):
```
! RIJCOSX wB97M-V def2-TZVPD def2/J DEFGRID3
* xyz 3 2
Ru 0.30164 -0.47173 -0.22963
S 0.58560 -3.24872 -2.27909
O -0.03654 -2.15723 -1.35257
N -2.08171 2.84635 -0.96528
N 0.57211 1.49685 1.13222
N -0.36421 -0.75135 3.85870
N -0.32148 -0.98356 1.68022
N 2.45122 -0.35785 -0.31203
N -0.93142 0.98498 -1.11592
C 5.01656 -0.21664 -0.32302
C -2.70758 2.08946 -1.96540
C 0.02300 1.30097 2.48076
C 1.83757 -4.76471 -0.46417
C -0.59770 -2.24329 2.23000
C 5.66978 0.31372 -1.44589
C -0.22394 -4.80486 -1.77468
C -3.34081 0.20804 -3.84457
C -1.11670 -4.38971 3.86297
C -3.78644 2.35583 -2.79576
C 3.60500 -0.29892 -0.31880
C -0.61506 -2.10357 3.61684
C 0.00106 2.64672 0.41613
C -0.85889 -3.17687 4.46438
C 7.11029 -0.50390 0.80729
C -1.15646 -4.52615 2.46545
C -0.89674 -3.45894 1.63173
C 0.86564 -5.69460 -1.17745
C 7.75811 0.05235 -0.29217
C -0.20313 -0.13849 2.68873
C -1.97079 0.90822 -2.05508
C 7.04289 0.44456 -1.41916
C 5.73874 -0.64637 0.80069
C -4.08304 1.39427 -3.73975
C -2.28314 -0.06024 -2.99978
C 2.16753 -3.68715 -1.49108
C -1.03984 2.16006 -0.51327
H 0.43532 -6.43788 -0.50767
H -4.35856 3.27093 -2.72538
H 1.37146 -4.31796 0.41690
H 5.10074 0.61000 -2.31716
H 0.78579 3.12983 -0.17027
H 7.68250 -0.82565 1.66613
H 1.38473 -6.23120 -1.97290
H 8.83255 0.17696 -0.27121
H -0.85420 -3.06915 5.54063
H -1.32118 -5.25200 4.48221
H -2.37490 3.76520 -0.66373
H -0.99272 -4.51905 -1.06038
H 2.82605 -4.05509 -2.27964
H -0.70432 -5.23676 -2.65106
H -0.40474 3.40445 1.08911
H 2.73756 -5.28512 -0.13926
H 7.56163 0.85229 -2.27545
H -0.96644 -3.52840 0.55861
H -1.70178 -0.96897 -3.07755
H -4.90810 1.56692 -4.41664
H -0.36290 -0.30953 4.76735
H 1.58160 1.58794 1.18139
H -0.93400 1.82135 2.56265
H -1.40698 -5.49129 2.04630
H -3.58830 -0.49972 -4.62348
H 0.68266 1.70694 3.24983
H 5.22061 -1.08288 1.64449
H 2.57411 -2.76679 -1.07665
*
```

Summary:
ΔE to the lowest compared entry with this formula, charge and spin ... 1.8523 eV
Max |F| ... 0.038 hartree/bohr
Gap between HOMO and LUMO (alpha / beta) ... 5.93 / 6.33 eV